ORCA calculation (ωB97M-V with the def2-TZVPD basis set) on C4H7NO as an isolated structure at a distorted geometry.

CARTESIAN COORDINATES (ANGSTROEM)
C  -1.642  -0.139  -0.135
N  -0.284  -0.013  0.315
C  0.589  1.082  -0.032
C  1.695  0.165  0.523
O  2.744  0.258  1.082
C  0.767  -0.936  -0.027
H  -1.721  -0.185  -1.231
H  -2.068  -1.053  0.295
H  -2.217  0.712  0.250
H  0.893  0.865  -1.189
H  0.299  2.089  0.317
H  0.665  -1.971  0.326
H  1.026  -0.706  -1.187

Values from the calculation:
Gap between HOMO and LUMO ... 10.238 eV
DFT total energy ... -7796.3632 eV
Max |F| ... 2.736 eV/Å
ΔE to the lowest compared entry with this formula, charge and spin ... 75.7 kcal per mole
Total charge ... 0
HOMO energy ... -9.33 eV